1.
This record from the OMol25 dataset describes a molecular structure, C33H85BrO13S. The level of theory is wB97M-V/def2-TZVPD.

```
! wB97M-V def2-TZVPD RIJCOSX def2/J DEFGRID3
* xyz 0 1
C -3.2631 4.7307 1.6183
C -2.3907 5.0897 2.5780
C -1.9241 4.1261 3.6386
O -0.5771 3.7235 3.3005
S -0.3632 2.3691 2.4570
O -1.5708 1.9895 1.7628
O 0.6969 2.9370 1.2917
Br 0.5163 2.1611 -0.3492
H -4.2127 4.2705 1.8731
H -3.0146 4.8904 0.5734
H -1.9929 6.0995 2.6325
H -1.8409 4.6152 4.6093
H -2.6000 3.2812 3.7633
C 0.5855 4.9118 -5.3456
C 0.3397 4.7361 -3.8574
C 0.4751 6.0585 -3.1170
O 1.2463 3.7793 -3.3029
H 1.6036 5.2761 -5.5243
H 0.4879 3.9568 -5.8646
H -0.1155 5.6167 -5.7855
H -0.6596 4.3280 -3.6970
H 1.4879 6.4549 -3.2326
H 0.2954 5.9200 -2.0501
H -0.2302 6.7991 -3.4973
H 2.1407 4.1152 -3.4276
C -0.6418 -1.8312 4.8122
C -1.8299 -1.0990 5.4102
C -3.1420 -1.6170 4.8405
O -1.7170 0.3082 5.1759
H -0.6027 -1.6771 3.7295
H 0.2929 -1.4487 5.2227
H -0.6974 -2.9023 5.0087
H -1.8275 -1.2214 6.4955
H -3.1733 -1.4568 3.7594
H -3.9901 -1.0852 5.2757
H -3.2625 -2.6834 5.0356
H -1.7174 0.4468 4.2242
C 4.3324 4.4265 -9.3603
C 3.0486 4.9682 -8.7538
C 1.8225 4.4196 -9.4661
O 3.0421 6.3975 -8.8131
H 4.4136 4.7220 -10.4103
H 5.1989 4.8355 -8.8390
H 4.3729 3.3380 -9.3035
H 3.0027 4.7048 -7.6962
H 1.8229 4.7086 -10.5210
H 0.9113 4.8202 -9.0191
H 1.7876 3.3308 -9.4080
H 3.0799 6.6473 -9.7435
C 2.8287 1.3392 5.4662
C 3.3302 -0.0156 4.9933
C 4.8255 0.0128 4.7129
O 2.6220 -0.4179 3.8229
H 2.9944 2.0977 4.6953
H 1.7561 1.3027 5.6622
H 3.3403 1.6589 6.3755
H 3.1159 -0.7718 5.7505
H 5.0484 0.7352 3.9227
H 5.1682 -0.9645 4.3723
H 5.3920 0.2902 5.6031
H 2.7959 0.2379 3.1378
C 6.8202 7.9897 -10.0888
C 7.4958 6.7585 -10.6728
C 8.9918 6.9701 -10.8438
O 6.8968 6.4206 -11.9244
H 6.9477 8.8452 -10.7584
H 5.7496 7.8183 -9.9720
H 7.2370 8.2487 -9.1147
H 7.3205 5.9043 -10.0170
H 9.1816 7.7966 -11.5345
H 9.4574 6.0782 -11.2633
H 9.4721 7.1990 -9.8917
H 7.0358 7.1612 -12.5252
C 0.9205 -7.3007 4.1666
C -0.2669 -6.5513 4.7530
C -1.5778 -7.0782 4.1921
O -0.1437 -5.1538 4.4901
H 0.9510 -7.1703 3.0816
H 1.8557 -6.9141 4.5726
H 0.8622 -8.3691 4.3820
H -0.2618 -6.6505 5.8401
H -1.6158 -6.9475 3.1096
H -2.4227 -6.5353 4.6182
H -1.7029 -8.1414 4.4076
H -0.1438 -5.0328 3.5335
C -2.4999 2.0254 8.7474
C -4.0187 2.0375 8.7461
C -4.5842 0.7133 9.2371
O -4.4968 2.3229 7.4318
H -2.1405 1.2445 8.0710
H -2.1106 2.9774 8.3857
H -2.0914 1.8406 9.7423
H -4.3850 2.8464 9.3804
H -4.2624 -0.1011 8.5816
H -5.6741 0.7353 9.2246
H -4.2514 0.4909 10.2521
H -4.1785 1.6238 6.8472
C -1.2386 -10.7589 1.1458
C -2.4397 -10.0111 1.7003
C -3.7446 -10.5796 1.1652
O -2.3403 -8.6215 1.3813
H -1.2065 -10.6665 0.0557
H -0.3122 -10.3386 1.5382
H -1.2760 -11.8166 1.4061
H -2.4354 -10.0727 2.7880
H -3.7835 -10.4857 0.0762
H -4.5953 -10.0312 1.5718
H -3.8521 -11.6339 1.4249
H -2.3406 -8.5329 0.4216
C -3.5654 -11.4879 5.4939
C -2.4427 -12.4715 5.1992
C -1.8654 -13.0531 6.4800
O -1.4157 -11.8322 4.4405
H -3.1893 -10.6499 6.0878
H -3.9700 -11.0786 4.5672
H -4.3764 -11.9642 6.0461
H -2.8189 -13.2781 4.5679
H -1.4437 -12.2577 7.1009
H -1.0624 -13.7544 6.2529
H -2.6292 -13.5735 7.0592
H -1.0599 -11.1115 4.9731
C -2.5833 6.8336 -9.3234
C -2.4400 6.8109 -7.8095
C -2.5045 8.2148 -7.2278
O -1.2123 6.1811 -7.4404
H -1.7684 7.4087 -9.7720
H -2.5336 5.8220 -9.7268
H -3.5298 7.2834 -9.6261
H -3.2306 6.1970 -7.3754
H -1.6877 8.8259 -7.6216
H -2.3993 8.1846 -6.1429
H -3.4489 8.7026 -7.4722
H -0.4892 6.7021 -7.8120
*
```

Calculated values
**E**: -143089.749 eV
**Lowest unoccupied orbital energy**: -0.33 eV
**Maximum force**: 0.040 hartree/bohr

Mulliken atomic charge list, values in e, 99 entries: -0.53 -0.35 -0.35 -0.28 0.75 -0.55 -0.30 0.10 0.27 0.24 0.34 0.34 0.27 -0.82 0.30 -1.29 -0.50 0.28 0.32 0.20 0.32 0.35 0.32 0.33 0.33 -1.08 0.59 -1.41 -0.25 0.34 0.09 0.33 0.28 0.34 0.31 0.40 0.13 -1.34 0.64 -1.13 -0.58 0.34 0.28 0.41 0.14 0.40 0.13 0.37 0.35 -1.10 0.46 -1.42 -0.49 0.28 0.21 0.40 0.30 0.35 0.34 0.39 0.32 -1.12 0.59 -1.43 -0.55 0.36 0.20 0.35 0.19 0.36 0.34 0.36 0.35 -1.21 0.31 -0.90 -0.46 0.32 0.34 0.31 0.26 0.25 0.33 0.07 0.29 -0.90 0.31 -1.10 -0.55 0.06 0.28 0.39 0.30 0.20 0.31 0.37 0.34 -1.41 1.30

---

2.
This record from the OMol25 dataset describes a single H2INS molecule. The level of theory is wB97M-V/def2-TZVPD.

```
! wB97M-V def2-TZVPD RIJCOSX def2/J DEFGRID3
* xyz 0 1
N 0.0338 -0.2569 -0.6639
S 0.0605 1.0177 0.4337
I 1.2060 -0.0966 -2.6140
H -0.9089 0.0887 -1.0113
H 0.9047 0.4617 1.3984
*
```

Calculated values
**E**: -20456.603 eV
**SMILES**: SNI
**ΔE to the lowest compared entry with this formula, charge and spin**: 161.3 kJ/mol
**Lowest unoccupied orbital energy**: -1.26 eV
**Maximum force**: 0.046 hartree/bohr

Table of natural (NBO) atomic charges, one value per atom, all in e: -0.83 0.23 0.12 0.37 0.11

---

3.
This record from the OMol25 dataset describes a molecular structure, C2H10MnO11P. The level of theory is wB97M-V/def2-TZVPD.

```
! wB97M-V def2-TZVPD RIJCOSX def2/J DEFGRID3
* xyz -3 6
O -19.8790 -23.1020 -12.1206
H -20.8940 -23.0909 -12.1156
H -19.5811 -23.9308 -12.5190
H -19.5714 -22.3683 -12.6879
Mn -23.0729 -21.5683 -11.3498
C -23.2904 -23.2739 -13.3933
O -23.2155 -23.9687 -14.4521
O -24.0577 -22.2836 -13.1357
O -22.4398 -23.4936 -12.4054
C -25.6757 -19.6503 -10.4594
O -24.3627 -19.9736 -10.5756
H -25.9020 -18.6288 -10.8389
H -26.2993 -20.4648 -10.8944
H -26.0389 -19.6066 -9.3924
P -20.7123 -20.2594 -10.7868
O -21.2754 -20.8597 -12.1400
O -19.2600 -20.6999 -10.5610
O -21.7445 -20.9403 -9.8063
O -21.1066 -18.7975 -10.4492
O -20.9032 -23.2554 -8.8723
H -21.0370 -23.0874 -7.9374
H -21.1326 -22.3522 -9.3134
O -23.9878 -22.8702 -9.8341
H -24.3539 -22.6576 -8.9715
H -24.0708 -23.8246 -9.9295
*
```

Calculated values
**E**: -65366.327 eV
**Lowest unoccupied orbital energy (alpha / beta)**: 7.42 / 7.40 eV
**<S²>**: 8.7545
**Maximum force**: 0.060 hartree/bohr

Table of natural (NBO) atomic charges, one value per atom, all in e: -0.77 0.59 0.49 0.57 1.55 0.95 -0.87 -0.88 -0.98 -0.18 -0.95 0.09 0.10 0.05 2.48 -1.33 -1.29 -1.29 -1.26 -1.05 0.43 0.52 -0.92 0.48 0.47

---

4.
This record from the OMol25 dataset describes 5 unconnected molecules or ions with the total composition C25H57BClN4O8Si. The level of theory is wB97M-V/def2-TZVPD.

```
! wB97M-V def2-TZVPD RIJCOSX def2/J DEFGRID3
* xyz -1 1
C 4.1220 -3.3000 0.9958
C 3.8662 -2.8938 -0.4452
O 3.3370 -4.0207 -1.1856
C 2.8699 -1.7413 -0.6042
C 2.7643 -0.7818 0.5822
O 1.7763 -1.2462 1.4592
B 1.5567 -0.1192 2.4143
O 1.9448 1.0958 1.6015
C 2.3723 0.6909 0.3192
C 1.1882 0.7885 -0.6725
C 0.0729 1.7371 -0.2480
C 0.5396 3.1711 -0.1074
Cl -0.8765 4.2848 0.0257
C 3.5433 1.6209 -0.0715
C 4.5840 1.0745 -1.0335
O 5.5413 0.2143 -0.4040
Si 6.9455 0.7427 0.2683
C 8.3686 0.1737 -0.8156
C 6.9900 2.6023 0.5347
C 7.1063 -0.1160 1.9161
H 3.1773 -3.4316 1.5260
H 4.7133 -4.2222 1.0266
H 4.6848 -2.5293 1.5208
H 4.8124 -2.6308 -0.9318
H 3.5112 -4.8168 -0.6668
H 3.0898 -1.2119 -1.5335
H 1.8880 -2.2015 -0.7324
H 3.7211 -0.7195 1.1273
H 2.2856 -0.2229 3.4197
H 0.3632 -0.0608 2.7571
H 0.7410 -0.2039 -0.7766
H 1.5496 1.0837 -1.6667
H -0.3731 1.3877 0.6840
H -0.7135 1.7156 -1.0106
H 1.1160 3.3034 0.8036
H 1.1139 3.4940 -0.9745
H 3.1320 2.5078 -0.5630
H 4.0015 1.9449 0.8668
H 4.0886 0.4619 -1.7876
H 5.0854 1.8777 -1.5834
H 8.5994 0.8428 -1.6470
H 9.2712 -0.0040 -0.2259
H 8.0701 -0.7872 -1.2464
H 6.0936 3.1226 0.1969
H 7.8583 3.0421 0.0369
H 7.1020 2.7976 1.6043
H 6.8303 -1.1698 1.8274
H 8.1286 -0.0586 2.2999
H 6.4305 0.3378 2.6451
C -3.7610 2.5135 1.2131
C -3.8939 1.4260 0.1761
O -3.3509 1.4688 -0.9135
N -4.6638 0.3462 0.5073
C -5.4058 0.0938 1.7232
H -3.0756 3.2720 0.8476
H -4.7367 2.9504 1.4331
H -3.3469 2.1110 2.1390
H -4.6794 -0.3563 -0.2133
H -5.0401 -0.8118 2.2155
H -6.4682 -0.0420 1.5084
H -5.3137 0.9231 2.4160
C -9.8422 0.4605 3.4165
C -8.3696 0.3260 3.7385
O -7.6512 1.2977 3.9094
N -7.8503 -0.9246 3.7928
C -8.4789 -2.2039 3.5172
H -10.0820 1.5192 3.3988
H -10.0735 0.0246 2.4439
H -10.4562 -0.0364 4.1688
H -6.8683 -0.9383 4.0236
H -8.4271 -2.8623 4.3856
H -7.9339 -2.6606 2.6914
H -9.5215 -2.0670 3.2443
C 3.9727 2.6063 -5.3682
C 2.9943 2.1341 -4.3145
O 2.9511 2.6298 -3.2038
N 2.1587 1.1123 -4.6426
C 2.0686 0.3914 -5.8915
H 4.5568 3.4132 -4.9365
H 4.6427 1.8005 -5.6705
H 3.4520 2.9738 -6.2535
H 1.5409 0.8418 -3.8909
H 1.0731 0.4885 -6.3296
H 2.2745 -0.6707 -5.7455
H 2.7912 0.7829 -6.6014
C -4.2098 -3.5255 0.1850
C -5.5767 -3.0642 0.6323
O -6.0369 -3.3791 1.7211
N -6.2820 -2.2722 -0.2180
C -5.8964 -1.7937 -1.5312
H -3.7898 -4.1378 0.9763
H -4.2729 -4.1147 -0.7307
H -3.5470 -2.6779 0.0045
H -7.1814 -1.9920 0.1404
H -5.8738 -0.7027 -1.5610
H -6.5963 -2.1394 -2.2936
H -4.9074 -2.1612 -1.7860
*
```

Calculated values
**E**: -70272.732 eV
**Lowest unoccupied orbital energy**: 2.03 eV
**Maximum force**: 0.009 hartree/bohr

Table of Mulliken atomic charges, one value per atom, all in e: -1.60 0.59 -0.59 -0.86 0.30 -1.08 1.56 -1.08 2.38 -0.57 -0.70 -0.36 -0.32 -1.32 -0.43 -0.31 0.74 -1.20 -1.21 -1.15 0.38 0.57 0.22 -0.04 0.35 0.11 0.54 -0.02 -0.42 -0.39 0.43 -0.64 0.21 0.56 0.30 0.13 0.02 0.35 0.03 0.48 0.30 0.34 0.28 0.33 0.39 0.32 0.24 0.43 0.30 -1.09 0.85 -0.68 0.20 -0.75 -0.07 0.51 0.37 -0.14 0.13 0.13 0.48 -1.37 0.88 -0.65 -0.12 -0.79 0.34 0.34 0.36 0.24 0.29 0.21 0.33 -1.62 0.94 -0.53 -0.01 -0.97 0.32 0.38 0.43 0.17 0.30 0.29 0.36 -1.41 0.90 -0.62 -0.07 -1.19 0.33 0.38 0.34 0.19 0.49 0.31 0.38

---

Which of these has the highest maximum force? C2H10MnO11P